Computed, not measured: 14 unconnected molecules or ions with the total composition H28O14 in a non-equilibrium geometry, with wB97M-V/def2-TZVPD.

Last column: natural (NBO) charge in e.
Cartesian coordinates (Å):
O 0.076 -2.510 1.392  -0.963
H -0.744 -2.226 1.694  0.509
H 0.406 -3.017 2.149  0.470
O -1.365 1.171 3.082  -0.946
H -1.614 1.921 2.536  0.497
H -1.790 1.397 3.889  0.481
O -3.386 0.553 0.303  -0.915
H -2.847 1.066 -0.278  0.469
H -3.385 1.188 0.987  0.454
O 1.226 -0.986 -2.053  -1.001
H 0.964 -0.775 -2.949  0.504
H 0.872 -1.873 -1.865  0.525
O -1.480 0.672 -3.169  -0.967
H -2.065 1.137 -3.751  0.466
H -0.854 1.232 -2.743  0.482
O -0.379 2.651 0.464  -0.992
H -1.256 2.958 0.204  0.464
H -0.177 1.757 0.188  0.494
O -0.178 0.033 0.006  -0.995
H 0.269 -0.003 0.880  0.491
H 0.524 -0.250 -0.637  0.527
O 0.550 -3.456 -0.972  -0.969
H 1.104 -4.185 -0.819  0.464
H 0.310 -3.166 -0.113  0.495
O -2.077 -1.702 -0.623  -0.982
H -1.345 -1.129 -0.262  0.472
H -2.786 -1.077 -0.445  0.470
O -1.870 -1.456 2.912  -0.994
H -1.782 -0.462 2.872  0.504
H -1.839 -1.794 3.822  0.475
O 1.782 1.366 2.119  -0.971
H 1.046 1.242 2.739  0.494
H 2.598 1.118 2.636  0.487
O 2.352 1.468 -0.574  -0.946
H 1.812 1.378 0.160  0.477
H 3.075 0.925 -0.211  0.475
O 4.085 -0.961 -2.036  -0.971
H 4.588 -0.134 -2.081  0.462
H 3.160 -0.758 -1.821  0.499
O 0.868 2.053 -2.843  -0.969
H 0.445 2.900 -2.843  0.471
H 1.098 1.748 -1.948  0.504

Summary:
ΔE to the lowest compared entry with this formula, charge and spin	1.898	eV
HOMO	-9.493	eV
DFT total energy	-29119.754	eV
gap between HOMO and LUMO	8.99	eV